This record from OMol25 describes one molecule with the formula C3H6N2O at a distorted geometry. The level of theory is ωB97M-V/def2-TZVPD.

Output
Energy above the lowest of the compared OMol25 structures with the same formula, charge and spin = 81.13 kcal per mole
Calculated total energy = -302.56380 a.u.
HOMO level = -8.7 eV
Kohn-Sham gap = 9.36 eV
Total charge = 0

Bonds (Å) are listed after each position.
Cartesian coordinates (Å):
1 C -1.03018 -1.00470 0.19413  N2 1.453, H7 1.097, H8 1.095, H9 1.129
2 N -0.22576 -0.29742 -0.78717  C1 1.453, C3 1.318, C5 1.588
3 C 0.41848 0.81316 -0.49025  N2 1.318, N4 1.323, C5 1.566
4 N 0.04672 1.83802 0.25893  C3 1.323, H10 1.008, H11 1.012
5 C 1.33779 -0.45304 -0.55456  N2 1.588, C3 1.566, O6 1.242, H12 1.091
6 O 1.69290 -0.96365 0.52035  C5 1.242
7 H -1.73881 -0.35049 0.71633  C1 1.097
8 H -1.58261 -1.81497 -0.29293  C1 1.095
9 H -0.19316 -1.35762 0.86407  C1 1.129
10 H 0.69766 2.58713 0.43465  N4 1.008
11 H -0.89272 1.93719 0.62322  N4 1.012
12 H 1.83050 -0.62105 -1.51298  C5 1.091